# 1
Computed, not measured: C2H6OS5 as an isolated structure at a distorted geometry, with the ωB97M-V functional and the def2-TZVPD basis.

Last column: natural (NBO) charge in e.
Element x y z (Å)
C: 1.67 -0.03 -0.41  -0.6136
C: -1.38 -0.52 -0.68  -0.6626
O: -0.38 0.07 1.84  -0.9396
S: 2.15 1.30 0.69  -0.0492
S: 2.70 -1.31 -0.93  0.0916
S: -1.15 1.15 -1.43  0.0172
S: -3.03 -0.62 0.11  0.0205
S: -0.14 -0.96 0.72  1.0407
H: 1.16 0.47 -1.20  0.2237
H: -1.03 -1.38 -1.20  0.2472
H: 1.11 1.29 1.64  0.2119
H: 3.00 -1.63 0.33  0.1326
H: -1.79 1.72 -0.39  0.1379
H: -2.91 0.46 0.90  0.1417

As for the largest force on an atom: 3.7 eV/Å. The value obtained for the energy relative to the best compared isomer or geometry (same formula, charge and spin) is 0.757 eV. Its total energy is -58392.1400 eV.

=====

# 2
Computed, not measured: a single C17H24O5 molecule, with the ωB97M-V functional and the def2-TZVPD basis.

Last column: natural (NBO) charge in e.
Element x y z (Å)
C: 0.50 3.31 5.63  -0.6224
C: -0.27 2.77 4.44  -0.0731
H: -0.52 3.57 3.73  0.1875
H: -1.20 2.28 4.75  0.1917
O: 0.56 1.81 3.77  -0.5067
C: 0.05 1.26 2.67  0.8196
O: -1.03 1.53 2.22  -0.5985
C: 1.03 0.26 2.07  -0.4055
C: 0.24 -1.00 1.74  0.8174
O: -0.21 -1.71 2.60  -0.5998
O: 0.12 -1.21 0.44  -0.5102
C: -0.66 -2.34 0.02  -0.0797
C: -2.13 -1.96 -0.08  -0.6334
H: -2.51 -1.65 0.89  0.2232
H: -2.26 -1.15 -0.79  0.2154
H: -2.71 -2.83 -0.42  0.2140
H: -0.26 -2.62 -0.95  0.2017
H: -0.52 -3.15 0.75  0.2008
C: 1.79 0.88 0.88  -0.3948
C: 0.89 1.65 -0.10  -0.4434
C: 1.61 1.86 -1.43  -0.0600
O: 1.96 0.64 -2.06  -0.5201
C: 0.98 -0.14 -2.59  0.3805
C: 1.39 -1.42 -2.99  -0.2658
C: 0.49 -2.30 -3.56  -0.2045
C: -0.84 -1.94 -3.75  -0.0570
C: -1.23 -0.66 -3.36  -0.1894
C: -0.34 0.23 -2.79  -0.3249
H: -0.70 1.21 -2.51  0.2197
H: -2.26 -0.36 -3.51  0.2098
C: -1.81 -2.90 -4.36  -0.6229
H: -1.80 -3.85 -3.82  0.2146
H: -2.82 -2.50 -4.35  0.2137
H: -1.54 -3.11 -5.39  0.2178
H: 0.82 -3.28 -3.86  0.2112
H: 2.42 -1.70 -2.84  0.2207
H: 2.57 2.36 -1.26  0.1906
H: 1.01 2.48 -2.10  0.1753
H: 0.62 2.62 0.31  0.2120
H: -0.02 1.08 -0.26  0.2339
H: 2.28 0.08 0.33  0.2321
H: 2.56 1.55 1.27  0.2094
H: 1.74 0.00 2.86  0.2543
H: 0.75 2.50 6.31  0.2154
H: -0.11 4.04 6.16  0.2176
H: 1.42 3.79 5.30  0.2120

As for the largest force on an atom: 0.6 eV/Å. The value obtained for the energy relative to the best compared isomer or geometry (same formula, charge and spin) is 0.214 eV. Its total energy is -28256.6490 eV. Its structure (SMILES) is CCOC(=O)C(CCCOc1ccc(C)cc1)C(=O)OCC.

=====

# 3
Computed, not measured: a 8-piece molecular cluster, C14H16Cl18N2 overall at a distorted geometry, with the ωB97M-V functional and the def2-TZVPD basis.

Last column: natural (NBO) charge in e.
Element x y z (Å)
N: -2.48 1.08 -0.68  -0.5219
C: -3.58 0.64 0.05  -0.0912
C: -4.63 1.53 -0.08  -0.3091
C: -4.08 2.61 -0.91  -0.3074
C: -2.81 2.19 -1.36  -0.0913
H: -1.75 0.51 -0.96  0.4224
H: -3.67 -0.35 0.59  0.2248
H: -5.62 1.57 0.39  0.2324
H: -4.62 3.55 -1.04  0.2232
H: -2.14 2.75 -2.04  0.2087
N: 0.48 1.55 -1.96  -0.5043
C: 0.57 1.72 -0.58  -0.0823
C: 0.75 0.46 -0.05  -0.3133
C: 0.72 -0.46 -1.12  -0.3262
C: 0.55 0.24 -2.28  -0.0783
H: 0.11 2.19 -2.61  0.4099
H: 0.66 2.61 -0.08  0.2248
H: 0.80 0.13 0.95  0.2230
H: 0.95 -1.54 -1.06  0.2276
H: 0.46 -0.04 -3.30  0.2141
C: -2.49 -1.71 3.46  -0.2725
Cl: -4.28 -1.53 3.17  -0.0199
Cl: -1.64 -0.17 3.50  0.0380
Cl: -1.81 -2.65 2.16  0.0234
H: -2.43 -2.25 4.42  0.2373
C: -0.58 -4.40 -3.11  -0.2967
Cl: -1.48 -4.47 -4.61  0.0321
Cl: 0.77 -5.55 -3.02  0.0091
Cl: -1.62 -4.61 -1.73  0.0339
H: -0.10 -3.42 -3.06  0.2225
C: 3.30 -4.19 0.38  -0.2798
Cl: 3.96 -2.81 -0.51  0.0134
Cl: 3.77 -5.75 -0.33  0.0344
Cl: 1.53 -4.05 0.55  -0.0024
H: 3.59 -4.10 1.42  0.2364
C: -1.82 3.66 1.78  -0.2943
Cl: -0.18 3.34 2.41  -0.0148
Cl: -1.85 5.10 0.81  0.0319
Cl: -2.98 3.75 3.07  0.0360
H: -2.07 2.81 1.16  0.2432
C: 4.37 2.74 -1.30  -0.2782
Cl: 6.16 2.93 -1.36  -0.0084
Cl: 3.75 1.96 -2.71  0.0343
Cl: 3.67 4.33 -1.13  0.0299
H: 4.11 2.09 -0.52  0.2229
C: 3.13 -0.78 2.54  -0.2944
Cl: 2.23 0.51 3.37  0.0194
Cl: 2.90 -2.27 3.50  -0.0059
Cl: 4.84 -0.47 2.22  0.0428
H: 2.59 -0.96 1.58  0.2408

As for the largest force on an atom: 3.3 eV/Å. Its total energy is -243160.0060 eV. Its structure (SMILES) is c1cc[nH]c1.c1cc[nH]c1.ClC(Cl)Cl.ClC(Cl)Cl.ClC(Cl)Cl.ClC(Cl)Cl.ClC(Cl)Cl.ClC(Cl)Cl.

=====

# 4
Computed, not measured: a 12-piece molecular cluster, C36H102N6O18 overall at a distorted geometry, with the ωB97M-V functional and the def2-TZVPD basis.

Last column: Mulliken charge in e.
Element x y z (Å)
C: -2.38 5.91 -0.17  -0.8209
C: -1.73 4.92 0.90  0.4806
O: -2.12 3.59 0.63  -0.3754
O: -3.74 5.70 -0.41  -0.4782
H: -2.01 5.91 -1.19  0.3606
H: -2.21 6.90 0.26  0.4795
H: -1.99 5.24 1.91  0.3502
H: -0.65 4.91 0.73  -0.4889
H: -2.49 3.66 -0.25  -0.0419
H: -4.05 6.52 -0.80  0.2541
C: -0.32 -1.36 -5.46  0.6086
C: -0.25 -1.83 -6.84  -0.8496
O: 1.13 -2.17 -7.09  -0.5368
O: -1.66 -1.70 -5.06  -0.4497
H: 0.01 -0.33 -5.29  0.3856
H: 0.38 -1.84 -4.78  -0.3171
H: -0.63 -1.24 -7.68  0.3241
H: -0.71 -2.81 -6.95  0.3611
H: 1.62 -1.34 -7.11  0.3036
H: -1.79 -2.63 -5.30  0.3052
C: 2.82 -5.63 -4.13  -0.5004
C: 2.35 -4.44 -4.97  0.3849
O: 1.10 -4.69 -5.62  -0.6716
O: 3.16 -6.73 -4.92  -0.5923
H: 2.14 -6.04 -3.39  0.2729
H: 3.72 -5.44 -3.54  0.0990
H: 3.01 -4.41 -5.84  0.3473
H: 2.53 -3.49 -4.47  -0.0234
H: 0.85 -3.87 -6.06  0.1917
H: 2.46 -6.87 -5.56  0.3510
C: 6.00 -1.03 -3.17  -0.4907
C: 4.57 -1.28 -3.79  -0.3467
O: 3.64 -1.67 -2.78  0.0478
O: 6.03 0.15 -2.36  -0.5193
H: 6.70 -1.01 -4.00  0.4216
H: 6.39 -1.79 -2.48  0.2242
H: 4.69 -2.14 -4.45  0.3686
H: 4.36 -0.29 -4.18  0.1722
H: 3.46 -0.94 -2.18  -0.0113
H: 5.25 0.10 -1.80  0.2027
C: 4.13 3.42 3.17  -0.7390
C: 2.66 3.18 3.13  -0.0747
O: 2.49 2.07 2.22  -0.2551
O: 4.57 3.58 1.82  -0.6937
H: 4.67 2.60 3.65  0.3239
H: 4.28 4.31 3.78  0.4134
H: 2.02 4.03 2.89  0.1717
H: 2.33 2.90 4.13  0.2790
H: 1.58 1.78 2.36  0.1499
H: 3.99 3.00 1.32  0.1320
C: 2.29 -2.83 4.51  -0.4832
C: 3.69 -3.53 4.45  -0.1036
O: 4.54 -2.87 5.43  -0.5801
O: 2.43 -1.56 3.83  -0.5518
H: 2.05 -2.58 5.54  0.3426
H: 1.46 -3.34 4.02  0.1992
H: 3.99 -3.51 3.40  0.0693
H: 3.55 -4.60 4.61  0.3483
H: 4.48 -1.92 5.32  0.3247
H: 2.06 -1.59 2.94  0.3241
C: -3.68 -4.10 0.59  -0.7800
C: -5.16 -4.04 0.58  0.4116
C: -5.73 -3.07 1.51  -0.9782
O: -5.31 -1.74 1.28  0.0210
C: -5.69 -0.85 2.30  -0.2213
N: -5.72 -3.65 -0.72  -0.7095
H: -3.40 -4.41 1.59  0.4285
H: -3.20 -3.16 0.29  -0.4047
H: -3.37 -4.89 -0.10  0.4211
H: -5.65 -4.98 0.85  0.3461
H: -5.57 -3.32 2.56  0.4241
H: -6.81 -2.89 1.49  0.4504
H: -6.60 -1.06 2.86  0.4533
H: -5.87 0.07 1.75  0.0766
H: -4.82 -0.78 2.95  -0.2275
H: -5.54 -2.70 -1.03  0.2027
H: -6.72 -3.75 -0.65  0.2921
C: -5.07 3.31 -3.01  -1.4125
C: -5.82 2.67 -1.86  0.2935
C: -5.13 1.35 -1.34  0.4794
O: -5.10 0.36 -2.43  -0.4305
C: -4.06 -0.55 -2.48  0.3393
N: -5.96 3.62 -0.71  -0.6865
H: -5.05 2.60 -3.84  0.4104
H: -4.01 3.49 -2.82  0.2131
H: -5.46 4.29 -3.25  0.3995
H: -6.83 2.35 -2.13  0.3871
H: -5.60 0.98 -0.43  -0.0217
H: -4.11 1.68 -1.13  -0.3137
H: -4.27 -1.46 -1.91  -0.3797
H: -3.09 -0.18 -2.13  -0.0203
H: -3.95 -0.92 -3.50  0.2810
H: -5.91 3.15 0.18  0.3318
H: -5.13 4.19 -0.67  0.1927
C: -1.64 -0.38 1.11  -1.5979
C: -0.30 0.35 1.30  1.1824
C: 0.37 0.47 -0.13  -0.5975
O: 0.43 -0.86 -0.67  0.4622
C: 0.71 -1.10 -2.07  -1.2847
N: -0.46 1.63 2.01  0.6767
H: -1.72 -1.13 0.32  0.1343
H: -2.38 0.24 0.61  0.2997
H: -2.05 -0.84 2.01  0.3141
H: 0.40 -0.30 1.82  -0.2878
H: 1.31 0.99 0.05  -0.2444
H: -0.30 1.07 -0.75  0.4882
H: -0.28 -1.14 -2.51  0.4141
H: 1.21 -2.02 -2.37  -0.0586
H: 1.32 -0.33 -2.55  0.5293
H: -1.00 2.24 1.41  -0.4643
H: -1.01 1.64 2.86  0.0804
C: 1.46 5.94 -1.45  -1.6888
C: 2.00 4.97 -0.42  0.7098
C: 2.06 3.54 -0.89  0.6188
O: 2.78 3.41 -2.10  -0.4550
C: 3.49 2.15 -2.15  -0.6249
N: 3.39 5.42 -0.13  -0.8027
H: 0.53 5.61 -1.90  0.2176
H: 2.18 6.30 -2.19  0.3236
H: 1.21 6.87 -0.92  0.4292
H: 1.45 5.09 0.52  -0.0470
H: 1.04 3.16 -0.86  0.0013
H: 2.61 2.97 -0.14  -0.0623
H: 3.77 2.04 -3.20  0.2677
H: 2.81 1.33 -1.89  0.2259
H: 4.27 2.13 -1.40  0.3994
H: 3.97 4.81 0.42  0.3299
H: 3.88 5.28 -0.99  0.3836
C: 0.59 -4.20 0.89  -1.6443
C: 2.09 -3.86 0.97  0.5541
C: 2.84 -4.14 -0.35  -0.2785
O: 4.16 -3.78 -0.06  -0.4281
C: 5.09 -4.61 -0.72  -0.6658
N: 2.26 -2.43 1.18  0.7710
H: 0.05 -3.85 1.76  0.3524
H: 0.50 -5.29 0.83  0.5620
H: 0.13 -3.78 0.00  0.1126
H: 2.60 -4.36 1.80  0.3325
H: 2.52 -3.38 -1.07  -0.4220
H: 2.67 -5.17 -0.68  0.6065
H: 4.77 -5.65 -0.64  0.4023
H: 6.05 -4.51 -0.22  0.2414
H: 5.00 -4.29 -1.76  0.0806
H: 3.24 -2.39 0.92  0.3167
H: 1.70 -2.05 0.42  -0.6880
C: 0.02 3.66 6.70  -1.4917
C: -0.49 3.00 5.32  0.6400
C: -1.50 1.93 5.75  -1.0079
O: -2.10 0.96 4.84  -0.1549
C: -2.70 -0.21 5.34  -0.5810
N: -1.25 3.99 4.50  -0.5283
H: -0.75 4.31 7.12  0.4255
H: 0.80 4.36 6.39  0.3878
H: 0.29 2.94 7.47  0.3855
H: 0.28 2.45 4.76  -0.1637
H: -2.33 2.45 6.23  0.2863
H: -1.00 1.37 6.53  0.5060
H: -3.45 0.07 6.07  0.3561
H: -1.99 -0.96 5.70  0.2985
H: -3.25 -0.69 4.53  -0.1514
H: -1.83 4.28 5.27  0.4192
H: -2.00 3.56 3.97  0.2479

As for the largest force on an atom: 3.7 eV/Å. The value obtained for the energy relative to the best compared isomer or geometry (same formula, charge and spin) is 6.814 eV. Its total energy is -84770.6450 eV. Its structure (SMILES) is COC[C@H](C)N.COC[C@H](C)N.COC[C@H](C)N.COC[C@H](C)N.COC[C@H](C)N.COC[C@H](C)N.OCCO.OCCO.OCCO.OCCO.OCCO.OCCO.

=====

# 5
Computed, not measured: a single C5H4Cl3NO molecule at a distorted geometry, with the ωB97M-V functional and the def2-TZVPD basis.

Last column: natural (NBO) charge in e.
Element x y z (Å)
C: 1.50 0.19 1.05  0.2330
C: 0.52 -1.79 -0.10  0.4547
C: -0.17 0.75 -0.66  -0.4476
C: -1.35 0.82 0.32  -0.1234
C: 1.00 -0.16 -0.25  -0.2356
N: 1.87 0.34 2.12  -0.2414
O: 0.50 -2.25 0.99  -0.4668
Cl: -2.02 -0.81 0.61  -0.0027
Cl: -2.67 1.75 -0.64  -0.0762
Cl: 2.28 -0.12 -1.47  0.0287
H: 0.24 -2.39 -0.92  0.1580
H: -0.63 0.43 -1.51  0.2382
H: 0.14 1.87 -0.74  0.2557
H: -1.22 1.38 1.19  0.2252

As for the largest force on an atom: 4.0 eV/Å. The value obtained for the energy relative to the best compared isomer or geometry (same formula, charge and spin) is 0.012 eV. Its total energy is -46352.9511 eV. Its structure (SMILES) is N#C[C@@](Cl)(C=O)CC(Cl)Cl.

=====

# 6
Computed, not measured: an isolated ion of composition C6H13N2 and charge +1 at a distorted geometry, with the ωB97M-V functional and the def2-TZVPD basis.

Last column: natural (NBO) charge in e.
Element x y z (Å)
C: -1.26 0.84 -2.75  -0.6492
C: -0.53 0.77 -1.43  -0.0223
C: 0.08 -0.60 -1.11  -0.4686
C: 0.57 -0.70 0.27  -0.3063
C: -0.10 -1.24 1.32  0.0159
N: 0.58 -1.38 2.52  -0.3931
C: 0.49 -0.62 3.51  0.0145
N: 0.48 1.91 -1.24  -0.6823
H: -1.70 1.84 -2.83  0.2173
H: -2.06 0.14 -2.94  0.2720
H: -0.60 0.72 -3.63  0.2301
H: -1.25 1.00 -0.64  0.2146
H: 0.82 -0.92 -1.85  0.2311
H: -0.69 -1.37 -1.23  0.2524
H: 1.48 -0.17 0.53  0.1890
H: -1.04 -1.71 1.08  0.2140
H: 1.09 -0.67 4.42  0.1881
H: -0.11 0.29 3.60  0.1406
H: 1.28 1.71 -1.82  0.4402
H: 0.02 2.73 -1.65  0.4444
H: 0.66 1.99 -0.24  0.4577

As for the largest force on an atom: 2.2 eV/Å. The value obtained for the energy relative to the best compared isomer or geometry (same formula, charge and spin) is 2.047 eV. Its charge is +1. Its total energy is -9404.8205 eV. Its structure (SMILES) is C=N/C=C/C[C@H](C)[NH3+].